The following is a quantum chemistry calculation of a molecular structure, C30H67AsN2O4Si4Sn, from the Open Molecules 2025 dataset.

```
! wB97M-V def2-TZVPD RIJCOSX def2/J DEFGRID3
* xyz 0 1
Sn -1.0977 0.4864 1.1874
C -3.4329 0.1766 -4.5494
N -3.6796 1.2204 -3.5684
C -5.0088 1.8028 -3.5205
C -2.7706 1.5580 -2.6176
O -2.9485 2.4361 -1.7935
C -1.4858 0.7351 -2.6298
O -0.4868 1.2470 -1.7798
C -0.0910 2.5594 -2.0642
C -0.3169 3.4614 -0.8619
O -0.8656 3.0648 0.1502
N 0.1220 4.7364 -0.9995
C -0.1518 5.6968 0.0549
C 0.8750 5.2170 -2.1448
H -4.3544 0.0024 -5.1002
H -3.1383 -0.7661 -4.0871
H -2.6635 0.4682 -5.2688
H -5.2253 2.3472 -4.4423
H -5.0548 2.4909 -2.6819
H -5.7564 1.0187 -3.3871
H -1.0989 0.6227 -3.6471
H -1.7299 -0.2503 -2.2279
H -0.6429 2.9650 -2.9171
H 0.9738 2.5571 -2.3093
H -0.9247 5.2972 0.7038
H -0.4979 6.6314 -0.3878
H 0.7439 5.8929 0.6495
H 1.5730 4.4684 -2.5121
H 1.4598 6.0807 -1.8330
H 0.2239 5.5236 -2.9685
C -1.2572 0.0268 3.7556
C -2.2068 1.0370 3.4308
C -1.4853 2.2433 3.1824
C -0.1158 1.9777 3.3497
C 0.0301 0.6128 3.6939
C 1.2941 -0.0745 4.1175
C 1.0002 2.9739 3.2279
C -2.1192 3.5844 2.9721
C -3.6963 0.9317 3.5747
C -1.5460 -1.3480 4.2818
H 1.6301 -0.8247 3.3990
H 1.1495 -0.5863 5.0728
H 2.1067 0.6402 4.2481
H 1.7149 2.8672 4.0471
H 0.6176 3.9936 3.2634
H 1.5600 2.8678 2.2927
H -2.4120 4.0298 3.9281
H -3.0151 3.5154 2.3535
H -1.4353 4.2715 2.4780
H -4.0107 1.2078 4.5857
H -4.0472 -0.0798 3.3867
H -4.2155 1.5924 2.8785
H -1.3410 -1.4015 5.3553
H -0.9363 -2.1147 3.7973
H -2.5898 -1.6179 4.1377
C -4.4372 -1.9707 -1.2960
Si -3.3582 -2.2228 0.2229
C -2.5439 -3.9149 0.1355
C -4.5172 -2.2436 1.6977
O -2.2231 -1.0693 0.2867
H -5.2772 -2.6683 -1.3305
H -3.8637 -2.0934 -2.2159
H -4.8398 -0.9546 -1.2809
H -3.2712 -4.7282 0.1899
H -1.8569 -4.0247 0.9794
H -1.9671 -4.0397 -0.7845
H -5.2347 -3.0634 1.6138
H -5.0798 -1.3112 1.7724
H -3.9647 -2.3781 2.6281
C 2.3463 -3.3693 2.5390
Si 2.6654 -3.3465 0.6919
C 1.5526 -4.6403 -0.0883
C 4.4556 -3.8656 0.4683
As 2.0007 -1.2543 -0.1817
Si 2.1800 -1.8776 -2.4499
C 0.5505 -2.7146 -2.9194
C 2.4391 -0.3685 -3.5412
C 3.5587 -3.0667 -2.9223
Si 3.9518 0.0365 0.0671
C 4.1768 0.3474 1.9004
C 3.6389 1.7197 -0.7133
C 5.5792 -0.6100 -0.6146
H 2.4876 -4.3855 2.9159
H 1.3272 -3.0582 2.7759
H 3.0311 -2.7117 3.0779
H 1.6848 -5.5984 0.4201
H 1.7649 -4.7884 -1.1478
H 0.5030 -4.3518 0.0010
H 4.5662 -4.8828 0.8541
H 5.1254 -3.2198 1.0384
H 4.7818 -3.8565 -0.5709
H -0.1479 -2.7312 -2.0802
H 0.7219 -3.7472 -3.2303
H 0.0684 -2.1937 -3.7469
H 1.7551 0.4382 -3.2929
H 2.2816 -0.6462 -4.5871
H 3.4574 0.0149 -3.4461
H 3.4202 -4.0508 -2.4741
H 4.5413 -2.7011 -2.6240
H 3.5602 -3.1878 -4.0089
H 3.2815 0.8080 2.3218
H 5.0214 1.0197 2.0707
H 4.3636 -0.5781 2.4499
H 2.7294 2.1642 -0.3000
H 3.5388 1.6715 -1.7987
H 4.4758 2.3825 -0.4785
H 6.0303 -1.3358 0.0617
H 6.2711 0.2290 -0.7221
H 5.4748 -1.0847 -1.5902
*
```

Computed properties:
Maximum force ... 0.34 eV/A
Orbital gap ... 7.587 eV
HOMO level ... -7.13 eV
E_LUMO ... 0.4610 eV
E ... -141554.1853 eV